Below is a cluster of 10 separate species, C40H80O20 in total, with properties calculated with wB97M-V/def2-TZVPD.

Geometry as XYZ:
```
140
Properties=species:S:1:pos:R:3:forces:R:3
C 1.847126 -0.633226 1.849193 0.103 0.292 -0.285
C 0.697958 -1.069589 0.938401 -0.020 -1.005 1.466
O 0.577734 -0.301761 -0.236453 -0.956 2.086 -0.365
C -0.045031 0.937553 -0.170611 0.371 1.024 -0.080
C 0.037573 1.726654 -1.479157 -0.667 -0.297 -0.025
O -0.550715 1.484766 0.792934 0.712 -1.724 -0.283
H 1.736932 0.351304 2.303783 -0.118 0.116 -0.315
H 2.731616 -0.661625 1.212819 0.213 0.279 0.248
H 2.058115 -1.289308 2.693681 -0.430 -0.386 -0.174
H 0.948510 -2.077203 0.606689 -0.044 -0.042 -0.313
H -0.263551 -1.178737 1.440079 -0.051 0.386 0.094
H -0.717670 2.512138 -1.452516 -0.114 -0.177 0.298
H -0.192493 1.114918 -2.351481 0.413 -0.106 -0.037
H 0.958773 2.298617 -1.590333 0.365 -0.516 0.057
C -3.251558 3.449672 3.665523 -0.582 0.175 1.213
C -2.517874 3.963180 2.488055 0.803 0.015 -0.347
O -1.134498 4.154215 2.856622 0.690 1.149 -0.052
C -0.639267 5.424287 2.888173 0.648 1.381 -0.215
C 0.868867 5.532497 3.126653 -0.173 -1.472 0.490
O -1.223613 6.473080 2.678152 -0.567 -1.679 0.162
H -2.818740 2.654693 4.272800 0.465 -0.317 -0.666
H -4.236250 3.109265 3.345182 -0.206 0.259 0.264
H -3.285582 4.274818 4.376906 -0.674 0.092 0.097
H -2.530928 3.245612 1.667680 0.197 0.182 -0.155
H -2.909552 4.938404 2.198878 -0.118 -0.178 -0.254
H 1.146509 6.034466 4.053499 -0.547 0.622 -0.183
H 1.302870 6.022704 2.255200 0.051 -0.076 0.167
H 1.306238 4.550025 3.304317 0.075 -0.197 -0.586
C 3.834870 2.438923 7.822462 0.220 0.414 -0.131
C 3.247568 3.554995 6.908913 2.358 -1.807 1.518
O 2.049086 3.072751 6.384486 -1.673 0.925 -0.386
C 1.984741 2.296984 5.311717 4.159 -2.277 -2.374
C 0.607134 2.110985 4.801401 -1.367 0.447 0.367
O 3.005190 1.752546 4.769963 -3.283 2.118 1.947
H 3.282099 2.299268 8.751456 -0.272 0.134 -0.122
H 4.846661 2.719532 8.115109 0.113 -0.042 -0.040
H 3.876624 1.482526 7.301256 0.035 0.135 -0.099
H 3.139013 4.428361 7.551997 -0.846 0.118 -0.467
H 4.012462 3.772532 6.163442 -0.405 0.005 -0.424
H 0.021815 2.991207 5.067372 -0.015 0.080 -0.077
H 0.090402 1.298844 5.312787 0.267 -0.256 0.134
H 0.464863 1.948697 3.732984 0.656 -0.022 0.039
C -2.562601 -0.234523 3.260210 0.806 -1.013 0.207
C -3.571781 -0.445812 2.174238 -0.767 1.531 -0.650
O -2.904386 -0.801950 0.952666 -0.899 -0.980 -0.953
C -3.627328 -1.303553 -0.109031 -0.619 -1.003 -0.160
C -2.711349 -1.605569 -1.295479 -1.058 -0.302 -0.272
O -4.831055 -1.590149 -0.171604 2.645 1.273 1.119
H -2.011113 -1.158138 3.436017 0.036 -0.191 0.143
H -3.013999 0.046395 4.211755 -0.164 0.133 -0.167
H -1.807158 0.491814 2.960495 -0.198 0.225 -0.052
H -4.432054 -1.081770 2.383012 0.362 -0.378 0.077
H -3.977282 0.544390 1.966439 -0.469 0.113 -0.013
H -1.734426 -2.051336 -1.108368 -0.013 0.477 0.438
H -2.661931 -0.750051 -1.969084 0.322 0.260 0.204
H -3.279086 -2.341449 -1.864898 0.098 -0.127 -0.013
C -3.668911 2.593139 -1.990082 -1.052 -0.874 -0.046
C -4.849429 2.102793 -2.897205 1.508 0.628 -0.380
O -4.849225 0.668753 -2.905564 -0.094 -0.362 0.375
C -5.748568 0.066745 -3.691950 -1.461 0.670 -1.284
C -5.694584 -1.400691 -3.725149 1.034 -0.766 0.947
O -6.618621 0.623645 -4.340448 0.884 0.688 0.623
H -2.731815 2.090841 -2.230159 -0.210 -0.146 -0.261
H -3.929327 2.324273 -0.966362 0.158 0.100 0.178
H -3.475754 3.665212 -2.028284 -0.377 0.006 -0.201
H -5.825558 2.500728 -2.619870 0.100 -0.098 0.117
H -4.630529 2.372718 -3.930323 -0.246 0.395 -0.039
H -6.064577 -1.698459 -2.744054 -0.324 -0.407 -0.032
H -4.661356 -1.747180 -3.702911 0.054 -0.104 -0.271
H -6.261622 -1.822102 -4.555190 0.058 0.209 0.281
C -0.296424 -2.389166 -4.860010 -0.481 0.012 -1.033
C -1.810314 -2.502509 -5.138811 1.166 -0.669 1.380
O -2.310397 -1.403436 -5.854292 -0.404 -0.241 -1.984
C -2.250657 -0.144505 -5.467980 -0.370 0.677 1.758
C -2.871852 0.787674 -6.472504 -0.428 -0.582 0.155
O -1.891359 0.188836 -4.357643 0.382 -0.008 -0.237
H 0.022063 -1.590080 -4.190575 -0.163 -0.377 0.212
H 0.113826 -2.182804 -5.848540 0.256 0.361 -0.119
H 0.126607 -3.373933 -4.661545 -0.148 0.117 0.629
H -1.901182 -3.395116 -5.757764 -0.409 0.321 -0.351
H -2.437160 -2.691202 -4.267278 0.197 0.199 0.274
H -3.274304 1.685250 -6.002954 0.525 0.002 0.075
H -3.740199 0.225957 -6.816820 0.075 0.157 -0.609
H -2.174138 1.005942 -7.280979 -0.217 0.033 -0.042
C 0.626482 -4.241286 -1.988467 -0.935 -0.650 -0.006
C 0.085961 -5.694815 -2.367391 0.376 2.728 0.414
O -0.986423 -6.090555 -1.474840 2.594 -1.596 0.826
C -2.184923 -5.622178 -1.586504 -2.772 0.909 -0.958
C -3.235881 -6.244720 -0.675667 1.649 -0.658 0.685
O -2.499671 -4.810379 -2.418703 0.061 0.749 -0.613
H 1.404283 -3.898293 -2.670731 -0.029 -0.236 -0.100
H 0.998160 -4.109337 -0.972326 0.179 -0.627 0.049
H -0.201557 -3.534750 -2.045632 -0.051 -0.031 -0.309
H -0.292073 -5.605177 -3.385794 -0.088 -0.341 0.054
H 0.928475 -6.383608 -2.305399 -0.615 -0.400 0.231
H -4.004276 -5.581398 -0.278569 0.235 0.143 -0.498
H -2.641187 -6.649994 0.142981 -0.357 -0.116 0.410
H -3.659712 -7.120933 -1.166286 -0.172 0.212 -0.191
C 6.145356 3.489169 -2.317746 0.548 -0.375 0.300
C 4.731553 3.826239 -1.946423 -0.391 1.225 -0.620
O 4.277305 3.139001 -0.767506 -0.160 0.431 -0.212
C 3.198215 3.621462 -0.131672 -1.953 1.981 0.771
C 2.884811 2.847759 1.144853 0.144 0.160 -0.379
O 2.498806 4.619688 -0.420610 2.441 -2.664 -0.136
H 6.826035 3.930257 -1.589588 0.033 -0.130 0.160
H 6.412650 3.950401 -3.268479 -0.268 -0.076 -0.098
H 6.368619 2.423982 -2.377999 -0.138 -0.012 -0.069
H 4.736561 4.906894 -1.804081 -0.317 0.075 0.558
H 4.012884 3.712197 -2.757967 -0.005 -0.611 -0.017
H 3.194567 3.451714 1.997733 0.161 0.080 -0.041
H 3.385048 1.882347 1.221180 -0.110 0.095 -0.132
H 1.801196 2.766960 1.230570 0.011 -0.194 -0.079
C 3.552814 -0.236024 -1.196627 0.316 -0.446 0.398
C 4.065591 0.055991 -2.567947 0.049 -0.093 -0.497
O 2.912626 0.221765 -3.413268 0.553 0.156 0.201
C 2.994216 0.853581 -4.575624 0.863 1.682 -0.999
C 1.635148 0.907141 -5.209593 -0.646 -0.228 -0.560
O 3.990658 1.381320 -5.077869 -1.462 -1.294 1.347
H 2.964031 -1.151422 -1.137712 0.350 -0.313 -0.197
H 2.874624 0.481442 -0.734675 0.466 0.527 -0.414
H 4.483907 -0.313889 -0.635289 -0.276 -0.203 0.699
H 4.790013 0.870315 -2.554680 -0.688 0.673 -0.271
H 4.678111 -0.745347 -2.981208 -0.251 -0.461 0.100
H 1.659935 0.217958 -6.053697 0.011 0.083 -0.240
H 1.375000 1.896021 -5.587150 0.428 0.017 -0.054
H 0.791469 0.585721 -4.598860 0.368 -0.044 0.363
C 3.475240 -3.847587 4.590107 -1.756 -0.527 0.402
C 2.319586 -4.871606 4.819241 1.181 0.842 0.874
O 1.839636 -5.331914 3.566210 -0.415 -0.489 0.334
C 0.716862 -4.787915 3.095495 -0.890 1.813 -1.722
C 0.351532 -5.385260 1.735192 0.364 0.199 0.626
O 0.120449 -3.805283 3.515202 0.967 -1.429 0.492
H 4.328761 -4.344964 4.129454 -0.050 0.300 -0.013
H 3.713536 -3.392742 5.551585 0.327 -0.119 -0.039
H 3.023853 -3.062829 3.983057 0.495 0.078 -0.270
H 2.702524 -5.708516 5.403232 -0.078 -0.340 -0.415
H 1.504249 -4.458008 5.412758 -0.003 0.282 -0.262
H -0.509545 -6.043326 1.851748 0.222 -0.234 -0.113
H 1.244485 -5.871287 1.342118 -0.367 -0.361 -0.115
H 0.056309 -4.583182 1.058726 -0.026 0.043 0.212
```
Forces are in eV/Å.

The value obtained for the total energy is -3076.95971 hartree. The total charge is 0. The structure (SMILES) is CCOC(C)=O.CCOC(C)=O.CCOC(C)=O.CCOC(C)=O.CCOC(C)=O.CCOC(C)=O.CCOC(C)=O.CCOC(C)=O.CCOC(C)=O.CCOC(C)=O. The molar mass comes out at 881.1 g mol⁻¹. Its LUMO energy is 0.428 eV. Its highest occupied orbital energy is -9.900 eV. Its frontier orbital gap is 0.3795 hartree. Its strongest force on any atom is 5.30 eV Å⁻¹.